[1]
Entry from the OMol25 dataset: a cluster of 9 separate species, C35H56Cl32NOS in total (wB97M-V/def2-TZVPD).

Properties
HOMO level = -11.912 eV
Kohn-Sham gap = 9.4 eV

The geometry in ORCA input format:
```
! RIJCOSX wB97M-V def2-TZVPD def2/J DEFGRID3
* xyz 1 1
C 9.231 -2.861 -1.081
C 8.208 -1.746 -1.000
C 8.076 -1.025 -2.305
C 6.944 -0.020 -2.385
C 6.770 0.849 -1.157
C 5.641 0.369 -0.285
C 5.286 1.302 0.838
C 5.050 2.762 0.477
C 4.122 3.084 -0.670
C 2.710 3.308 -0.254
C 1.822 3.806 -1.390
C 0.332 3.541 -1.256
C -0.357 2.864 -2.449
C -1.486 3.756 -2.908
C -2.628 3.784 -1.896
C -3.960 3.284 -2.381
N -4.197 1.804 -2.142
C -4.284 1.096 -3.462
C -4.907 -0.273 -3.425
S -5.608 -0.583 -5.074
C -6.035 -0.422 -2.466
C -5.669 0.139 -1.117
C -6.728 -0.090 -0.070
C -6.155 -0.624 1.221
C -5.110 0.284 1.820
C -4.282 -0.422 2.862
C -2.953 0.238 3.079
O -3.024 1.649 3.019
C -2.385 2.270 1.950
C -5.412 1.595 -1.325
H 10.150 -2.598 -0.597
H 8.861 -3.726 -0.574
H 9.429 -3.143 -2.094
H 8.530 -1.056 -0.244
H 7.258 -2.174 -0.752
H 7.883 -1.779 -3.043
H 8.998 -0.551 -2.586
H 7.157 0.615 -3.221
H 6.040 -0.551 -2.597
H 6.539 1.839 -1.488
H 7.699 0.917 -0.634
H 5.929 -0.559 0.170
H 4.787 0.206 -0.906
H 4.462 0.892 1.392
H 6.131 1.282 1.496
H 4.684 3.254 1.353
H 6.004 3.190 0.260
H 4.157 2.379 -1.476
H 4.452 4.023 -1.083
H 2.703 4.087 0.482
H 2.286 2.443 0.227
H 1.980 4.860 -1.411
H 2.202 3.419 -2.312
H 0.136 3.020 -0.346
H -0.143 4.499 -1.183
H 0.354 2.683 -3.229
H -0.751 1.908 -2.140
H -1.110 4.747 -3.022
H -1.849 3.444 -3.864
H -2.342 3.257 -1.004
H -2.810 4.795 -1.598
H -4.123 3.490 -3.414
H -4.714 3.810 -1.844
H -3.391 1.483 -1.610
H -3.280 0.979 -3.808
H -4.788 1.707 -4.178
H -4.180 -1.040 -3.249
H -4.588 -1.190 -5.659
H -6.891 0.135 -2.797
H -6.342 -1.445 -2.389
H -4.744 -0.332 -0.822
H -7.479 -0.761 -0.430
H -7.189 0.848 0.168
H -6.952 -0.689 1.928
H -5.728 -1.593 1.066
H -5.603 1.096 2.311
H -4.441 0.666 1.078
H -4.084 -1.433 2.559
H -4.842 -0.427 3.775
H -2.261 -0.174 2.365
H -2.567 -0.017 4.036
H -2.912 3.174 1.727
H -2.410 1.656 1.064
H -1.359 2.502 2.188
H -5.359 2.106 -0.384
H -6.240 1.995 -1.869
C -4.326 -0.945 7.374
Cl -3.870 0.274 6.180
Cl -3.126 -0.979 8.661
Cl -5.902 -0.566 8.056
Cl -4.368 -2.508 6.549
C 0.011 -3.415 5.144
Cl -1.162 -2.541 6.128
Cl -0.409 -5.124 5.114
Cl -0.024 -2.774 3.493
Cl 1.626 -3.213 5.813
C 4.617 -1.428 -5.722
Cl 4.085 -1.884 -4.103
Cl 4.248 0.273 -6.003
Cl 6.349 -1.688 -5.868
Cl 3.769 -2.416 -6.916
C -7.461 -3.571 10.469
Cl -6.978 -4.655 11.770
Cl -9.051 -4.039 9.869
Cl -7.529 -1.917 11.081
Cl -6.290 -3.668 9.153
C 2.822 -5.650 -2.857
Cl 2.825 -4.874 -4.435
Cl 3.862 -4.737 -1.759
Cl 1.178 -5.679 -2.198
Cl 3.415 -7.296 -2.995
C 5.029 -10.937 -2.093
Cl 4.805 -10.225 -3.694
Cl 6.327 -10.090 -1.256
Cl 3.532 -10.776 -1.172
Cl 5.440 -12.638 -2.260
C 8.862 3.338 1.910
Cl 7.476 4.220 2.539
Cl 8.800 1.663 2.466
Cl 8.824 3.367 0.144
Cl 10.351 4.077 2.483
C -10.036 3.433 -0.321
Cl -8.365 3.096 -0.840
Cl -9.999 4.570 1.015
Cl -10.928 4.114 -1.670
Cl -10.779 1.923 0.193
*
```

Here are the Löwdin charges for atoms 1 to 4, given in e:
1. C -0.092
2. C -0.263
3. C -0.225
4. C -0.205

---

[2]
Entry from the OMol25 dataset: a structure of composition C35H56MoN2P4Se (wB97M-V/def2-TZVPD).

Properties
HOMO level (alpha / beta) = -12.584 / -13.031 eV
Kohn-Sham gap (alpha / beta) = 5.8 / 6.3 eV
Energy relative to the best compared isomer or geometry (same formula, charge and spin) = 0.269 eV

The geometry in ORCA input format:
```
! RIJCOSX wB97M-V def2-TZVPD def2/J DEFGRID3
* xyz 2 3
Mo -0.242 -0.433 -0.058
C 3.075 1.717 -3.514
C 1.760 1.046 -3.106
C 1.062 0.511 -4.353
P 1.805 -0.210 -1.729
C 2.417 -1.832 -2.360
C 2.721 -2.732 -1.160
C 3.627 -1.795 -3.293
C 3.020 0.454 -0.589
C 4.340 0.750 -0.941
C 5.138 1.519 -0.117
C 4.582 2.061 1.033
C 3.293 1.742 1.417
C 2.522 0.856 0.653
N 1.253 0.364 1.079
C 1.032 0.473 2.489
C 2.019 0.150 3.418
C 1.776 0.307 4.770
C 0.542 0.757 5.219
C -0.463 1.022 4.307
C -0.230 0.872 2.940
P -1.394 1.104 1.586
C -3.173 0.871 2.045
C -3.693 -0.522 1.704
C -3.607 1.209 3.477
C -1.288 2.879 1.083
C 0.115 3.276 0.630
C -1.775 3.823 2.184
H 2.849 2.429 -4.309
H 3.803 1.013 -3.913
H 3.532 2.273 -2.701
H 1.147 1.837 -2.661
H 1.653 -0.264 -4.842
H 0.941 1.319 -5.076
H 0.074 0.104 -4.154
H 1.570 -2.241 -2.924
H 3.617 -2.380 -0.646
H 2.914 -3.749 -1.501
H 1.911 -2.767 -0.427
H 4.522 -1.468 -2.767
H 3.485 -1.165 -4.169
H 3.824 -2.807 -3.648
H 4.739 0.406 -1.881
H 6.160 1.735 -0.393
H 5.163 2.732 1.651
H 2.903 2.173 2.325
H 2.978 -0.219 3.083
H 2.552 0.061 5.481
H 0.357 0.882 6.276
H -1.420 1.354 4.671
H -3.655 1.600 1.382
H -3.343 -1.235 2.445
H -3.363 -0.884 0.733
H -4.783 -0.518 1.733
H -3.293 0.428 4.169
H -4.697 1.236 3.497
H -3.250 2.169 3.839
H -1.975 2.969 0.233
H 0.833 3.175 1.444
H 0.107 4.324 0.329
H 0.482 2.678 -0.207
H -1.199 3.690 3.102
H -2.832 3.698 2.410
H -1.632 4.853 1.857
C -0.460 -3.980 -1.692
P -1.291 -2.375 -1.524
C -2.987 -2.853 -1.075
C -1.503 -1.786 -3.234
C -2.278 -0.475 -3.221
P -1.885 0.669 -1.807
C -3.581 1.082 -1.271
C -1.471 2.252 -2.615
H -1.145 -4.672 -2.185
H -0.196 -4.380 -0.715
H 0.439 -3.889 -2.297
H -3.361 -3.565 -1.812
H -3.655 -1.993 -1.054
H -2.987 -3.319 -0.090
H -2.035 -2.538 -3.822
H -0.514 -1.676 -3.680
H -3.347 -0.685 -3.134
H -2.155 0.077 -4.156
H -4.164 1.289 -2.171
H -3.594 1.982 -0.659
H -4.055 0.269 -0.727
H -2.380 2.641 -3.078
H -0.725 2.129 -3.394
H -1.111 2.978 -1.889
Se -0.542 -2.427 1.386
C -0.244 -2.472 3.286
C 1.028 -2.721 3.774
C 1.184 -2.906 5.142
N 0.188 -2.848 6.013
C -1.034 -2.657 5.528
C -1.309 -2.483 4.180
H 1.882 -2.793 3.114
H 2.168 -3.104 5.552
H -1.842 -2.660 6.250
H -2.334 -2.416 3.851
*
```

Here are the Löwdin charges for atoms 1 to 4, given in e:
1. Mo 0.702
2. C -0.083
3. C -0.511
4. C -0.105

---

| no. | strongest force on any atom (Eh/bohr) |
| --- | --- |
| 1 | 0.0218 |
| 2 | 0.0095 |